This record from the OMol25 dataset describes 8 unconnected molecules or ions with the total composition C53H75BCl2INO27P in a non-equilibrium geometry. The level of theory is ωB97M-V/def2-TZVPD.

XYZ file:
```
161
Properties=species:S:1:pos:R:3:forces:R:3:lowdin_charge:R:1
I 1.337 1.537 0.636 0.26 -0.04 -0.37 0.475
Cl 3.986 -0.414 -0.658 -0.35 0.03 -0.51 0.600
Cl 6.203 0.812 -2.431 -0.49 -0.11 -0.41 0.626
P 1.950 2.100 -1.709 -0.17 1.65 0.11 0.667
O 0.729 -2.997 3.594 0.06 -0.11 -0.23 0.079
O 3.416 6.105 2.316 -0.18 0.33 0.40 0.069
O 6.069 -5.036 -0.455 -0.14 -0.03 -0.05 0.137
O 0.098 -4.418 1.977 0.33 0.30 0.56 0.084
O 5.782 -5.294 1.760 -0.09 -0.09 -0.25 0.070
O 0.822 12.887 6.165 0.26 -0.10 -0.04 0.063
O -4.334 4.401 -3.348 0.11 -0.26 -0.23 0.060
O -6.005 -0.803 -4.635 0.38 0.09 -0.04 0.119
O -3.249 2.631 -4.239 -0.48 -0.02 0.03 0.110
O -4.687 -4.670 4.794 -0.16 -0.08 -0.22 0.054
O -5.984 -5.840 3.395 0.40 0.21 0.13 0.091
O -1.501 -3.473 -1.970 -0.21 0.22 -1.42 0.068
O -3.940 -1.424 -4.042 0.22 1.05 0.17 -0.020
O 2.891 -2.937 -5.536 -0.29 0.63 0.59 0.160
O -5.263 3.255 -5.018 0.41 -0.03 0.36 0.103
O 3.554 2.319 -1.838 -0.84 -0.58 0.59 -0.385
O 1.396 6.661 3.168 0.02 0.03 -0.10 0.160
O 4.524 -6.479 0.340 0.38 0.28 0.08 0.078
O -2.602 -4.104 -3.844 -0.21 0.38 0.46 0.147
O -4.464 -4.399 2.569 0.18 0.00 -0.04 0.151
O -0.980 -7.255 6.099 0.11 0.02 -0.22 0.069
O 2.626 13.839 7.129 -0.03 -0.06 -0.01 0.172
O 3.282 7.203 4.268 0.07 -0.55 -0.40 0.026
O -0.066 -7.929 4.164 -0.16 0.09 0.42 0.077
O 1.247 -7.078 5.787 -0.03 -0.03 -0.03 0.175
O 2.701 11.693 6.437 -0.34 0.24 0.04 0.084
O 2.024 -4.773 3.131 -0.71 0.34 -0.10 0.145
N 1.516 0.581 -2.653 0.81 -0.28 0.76 -0.087
C 4.759 6.474 2.676 0.58 -0.47 -0.08 -0.324
C 1.767 5.954 -1.343 -0.53 -0.57 -0.64 -0.076
C -2.030 -8.151 2.750 0.32 -0.18 -0.26 -0.009
C 5.512 -5.554 0.464 0.15 0.01 -0.20 -0.569
C -1.124 4.344 -3.261 1.62 -0.08 -0.27 -0.130
C -0.326 -0.341 -3.879 -0.12 -1.66 -0.93 -0.052
C -1.577 -3.826 -3.288 0.54 -0.48 -0.68 -0.494
C -4.864 -0.496 -4.476 -0.83 -0.71 -0.25 -0.308
C 1.045 -4.126 2.917 0.16 -0.25 0.13 -0.515
C 1.050 5.281 -2.339 0.51 0.37 0.51 -0.092
C 4.628 6.731 4.156 0.17 0.23 0.24 -0.086
C 4.712 -5.863 2.531 0.21 0.15 0.48 -0.087
C -1.661 -3.123 0.871 0.04 -0.45 0.14 -0.025
C 0.464 -1.474 -4.193 0.46 1.02 0.24 -0.044
C 3.225 -3.886 -3.227 -0.17 0.27 -0.26 -0.137
C -5.429 5.198 -3.826 -0.12 0.24 0.23 -0.075
C 4.246 -6.993 1.657 -0.76 -0.18 0.26 -0.311
C -1.002 -3.503 2.186 -0.50 0.25 -0.66 -0.308
C 1.804 -1.492 -3.715 -0.15 -1.19 -0.74 0.020
C 2.583 6.655 3.242 -0.17 0.01 0.01 -0.552
C 1.060 6.441 -0.259 0.68 0.77 0.96 -0.093
C -0.323 5.120 -2.204 -1.29 -0.67 -0.66 -0.229
C -7.693 -6.690 4.903 -0.10 -0.27 -0.39 -0.015
C -7.055 4.753 -5.712 -0.09 -0.42 -0.28 -0.012
C 2.324 -0.491 -2.929 -0.46 0.15 -0.01 -0.202
C -5.736 -5.240 5.587 0.18 0.01 0.35 -0.092
C -4.197 3.367 -4.204 -0.26 -0.10 -0.17 -0.526
C -0.264 -3.910 -4.062 0.60 -0.14 -0.18 -0.040
C -0.321 -2.350 2.876 -0.13 0.21 0.25 -0.096
C 0.233 0.661 -3.084 -1.31 0.05 -0.19 -0.169
C 2.777 -7.321 1.824 -0.06 -0.51 -0.51 -0.021
C -6.266 4.181 -4.556 -0.57 0.48 -0.42 -0.312
C -1.755 -0.252 -4.434 0.32 1.38 0.44 -0.078
C -0.313 6.321 -0.134 -0.82 -0.25 -0.26 -0.065
C 4.351 0.915 -4.498 1.05 0.07 -0.24 -0.108
C 2.742 -5.325 -3.610 -0.35 0.53 0.67 -0.080
C 0.174 -7.388 5.389 0.37 -0.03 0.09 -0.551
C 3.756 -0.634 -2.443 0.87 -0.68 0.40 -0.575
C -4.996 -4.921 3.496 0.00 0.00 -0.14 -0.562
C -1.442 -8.337 4.132 -0.40 0.13 -0.61 -0.323
C 4.870 0.015 -3.354 -0.08 0.27 -0.60 -0.678
C -0.664 1.848 -2.729 0.36 0.40 0.29 -0.174
C -0.007 -2.678 -4.998 -1.42 0.23 0.48 -0.074
C 5.734 5.369 2.335 -0.13 -0.11 -0.48 -0.019
C 1.695 10.776 5.982 0.13 -0.41 -0.59 -0.324
C -1.032 5.645 -1.119 0.88 -0.06 -0.13 -0.030
C 2.275 9.778 5.005 0.29 0.10 0.34 -0.024
C 0.676 11.707 5.372 -0.32 0.05 0.05 -0.104
C -6.229 -6.364 4.712 -0.70 -0.12 0.28 -0.331
C -2.055 -7.441 5.181 -0.22 -0.03 0.21 -0.106
C -0.393 3.045 -3.678 -0.49 -0.29 -0.74 -0.200
C -2.840 -0.744 -3.433 0.46 0.89 -0.06 -0.162
C 2.103 12.901 6.627 0.11 0.19 0.19 -0.554
B 2.637 -2.784 -4.191 0.92 -0.26 0.10 -0.470
H 5.017 7.389 2.136 -0.09 0.05 0.07 0.161
H 3.954 -5.099 2.693 0.12 -0.19 -0.11 0.105
H -5.961 5.662 -2.998 0.17 -0.10 0.12 0.146
H -0.791 2.755 -4.668 0.15 0.00 0.37 0.112
H 4.016 2.288 -0.983 0.24 -0.30 -0.26 0.037
H -1.662 -7.232 2.292 -0.09 0.09 0.16 0.087
H 5.968 5.387 1.270 0.06 0.01 0.04 0.083
H -8.324 -5.938 4.427 0.09 0.13 0.13 0.097
H 0.588 -4.117 -3.400 -0.35 0.23 -0.15 0.094
H -2.335 -3.916 0.544 -0.05 0.04 0.09 0.083
H 5.076 -6.210 3.496 0.18 0.08 -0.07 0.146
H 2.149 -6.581 1.331 0.10 0.15 0.17 0.079
H 4.150 1.951 -4.201 -0.28 -0.39 0.07 0.067
H -5.032 5.981 -4.477 -0.03 -0.08 -0.08 0.147
H 3.538 -6.048 -3.437 -0.14 0.00 -0.28 0.081
H -3.120 -8.126 2.782 0.01 -0.01 0.06 0.086
H 2.808 8.998 5.539 -0.08 0.01 0.02 0.072
H 5.184 0.972 -5.220 -0.33 0.09 0.24 0.089
H 2.499 -2.195 -6.017 0.35 -0.20 -0.27 0.109
H 5.300 4.391 2.547 0.00 0.07 0.22 0.092
H -6.406 4.948 -6.566 0.09 0.14 0.13 0.097
H 4.734 5.829 4.763 0.02 -0.06 -0.12 0.144
H -1.724 1.597 -2.856 0.48 -0.19 0.05 0.088
H -0.338 11.320 5.441 -0.02 0.16 0.10 0.139
H -2.125 4.069 -2.942 0.26 0.35 0.22 0.077
H -1.934 0.827 -4.567 -0.10 -0.50 -0.30 0.081
H -7.933 -7.645 4.433 -0.02 0.01 0.06 0.088
H -2.430 -3.264 -1.767 0.05 -0.34 0.47 0.118
H 2.500 -7.380 2.876 0.05 0.07 0.00 0.081
H -6.490 -4.472 5.772 -0.08 -0.08 -0.08 0.144
H 1.284 10.260 6.854 -0.04 0.10 0.03 0.160
H -1.495 -9.388 4.430 0.04 0.05 0.11 0.160
H -0.921 -2.996 0.087 0.21 0.16 0.22 0.069
H -2.346 -1.314 -2.637 -0.57 -0.37 -0.37 0.114
H 1.496 9.307 4.404 -0.04 -0.01 0.08 0.089
H -7.562 5.675 -5.427 0.04 -0.02 0.08 0.095
H -2.354 -6.460 4.797 0.01 -0.07 -0.16 0.131
H -0.857 6.733 0.715 0.39 -0.05 -0.07 0.112
H -0.985 -1.824 3.558 0.12 -0.06 0.12 0.144
H 6.666 5.478 2.890 -0.03 0.06 0.02 0.094
H -0.976 -2.493 -5.487 0.35 0.14 0.21 0.125
H -5.349 -5.594 6.541 0.17 0.10 -0.07 0.142
H 2.352 -5.341 -4.638 0.42 -0.27 0.23 0.076
H -5.619 -7.262 4.840 0.09 0.07 -0.03 0.150
H 2.848 6.041 -1.454 -0.29 0.18 0.26 0.108
H -1.201 4.965 -4.174 -0.16 -0.18 0.36 0.135
H -2.908 -7.904 5.676 0.11 0.01 0.16 0.136
H 0.893 11.959 4.330 0.11 -0.10 0.01 0.140
H 0.688 3.169 -3.845 -0.37 0.18 0.23 0.075
H -1.729 -8.971 2.097 -0.06 0.01 0.00 0.087
H -1.727 -3.986 2.846 0.06 0.01 0.03 0.145
H 1.613 4.883 -3.185 -0.37 0.11 0.11 0.103
H -1.843 -0.666 -5.444 0.04 -0.33 0.47 0.134
H -0.593 2.109 -1.657 0.22 0.08 -0.43 0.065
H -6.929 3.649 -3.870 0.13 -0.06 0.05 0.163
H -3.253 0.156 -2.939 0.30 -0.35 0.00 0.118
H 4.855 -7.889 1.807 0.10 0.07 -0.05 0.157
H 1.908 -5.597 -2.941 0.34 -0.08 -0.27 0.073
H -0.377 -4.768 -4.742 0.00 0.19 0.39 0.147
H 2.998 10.259 4.343 -0.16 0.14 -0.05 0.100
H 0.121 -1.630 2.180 -0.04 -0.09 -0.11 0.119
H 0.673 -2.927 -5.819 -0.14 -0.10 0.54 0.121
H 5.400 -0.796 -3.874 -0.35 -0.01 0.49 0.102
H 2.551 -8.284 1.360 0.05 -0.02 0.05 0.085
H 4.327 -3.839 -3.344 -0.39 -0.04 0.18 0.125
H -2.242 -2.204 0.973 0.00 -0.03 0.14 0.099
H 3.525 0.454 -5.061 0.07 0.19 0.43 0.082
H -7.809 4.040 -6.045 -0.02 0.05 0.02 0.091
H 5.331 7.483 4.512 -0.17 0.09 0.05 0.146
H 3.978 -1.710 -2.478 -0.35 0.43 -0.26 0.064
H -2.111 5.487 -1.082 0.30 0.16 0.15 0.114
H -4.501 0.529 -4.697 0.31 -0.40 0.28 0.137
H -7.949 -6.758 5.960 0.08 0.01 0.01 0.094
H 1.593 6.953 0.541 -0.09 -0.15 -0.20 0.089
H 2.978 -3.615 -2.185 0.26 -0.44 -0.21 0.110
```
Positions in Å, forces in eV/Å.

Results
orbital gap	7.043	eV
highest occupied orbital energy	-10.93	eV
strongest force on any atom	1.91	eV Å⁻¹
charge	+1
molecular weight	1397.8	Da